106
Properties=species:S:1:pos:R:3:forces:R:3:lowdin_charge:R:1 method="wB97M-V/def2-TZVPD" homo_lumo_gap_ev="5.6 / 5.6" lumo_energy_ev="4.32 / 4.32" de_lowest_kj_mol=13.6 s_squared=0.756 multiplicity=2 largest_force_ev_per_a=0.61 total_energy_ha=-4367.38638 charge=-2
Te 2.979 -2.206 0.353 -0.1 0.0 -0.1 0.586
Ru 0.415 -0.641 0.322 0.5 0.3 0.1 0.590
S -1.707 0.159 0.753 0.0 -0.3 -0.1 0.686
S -0.472 -2.671 0.390 -0.2 -0.1 0.2 0.543
Si 3.207 1.214 -0.986 0.1 0.0 0.0 0.342
Si 2.099 -5.315 -2.402 -0.1 -0.1 0.0 0.337
Si 3.509 -4.335 -0.807 0.0 0.1 0.1 -0.010
Si 3.575 -5.818 1.004 0.0 -0.1 0.1 0.300
Si 5.679 -4.221 -1.675 0.0 0.0 -0.1 0.319
Si 0.614 2.692 -0.601 0.1 0.0 0.2 0.262
Si 0.737 0.518 -2.712 -0.2 0.1 0.1 0.345
O 1.312 -0.075 1.975 -0.1 0.0 0.1 -0.494
O -1.034 2.577 -0.418 -0.1 -0.1 -0.1 -0.393
C 1.815 -6.086 1.618 0.0 0.0 0.0 -0.226
C 1.269 3.322 1.043 0.0 0.0 0.0 -0.145
C -2.961 -3.766 1.013 0.0 0.0 0.0 -0.145
C 5.754 -3.384 -3.366 0.0 0.0 0.0 -0.218
C 0.721 4.117 -1.860 0.0 0.0 0.0 -0.161
C 2.319 -4.691 -4.167 0.0 0.0 0.0 -0.216
C 4.597 -5.094 2.411 0.0 0.0 0.0 -0.239
C 2.423 -0.636 3.975 0.0 0.0 0.0 -0.082
C 3.856 2.906 -1.612 -0.1 0.0 0.0 -0.213
C 6.789 -3.261 -0.495 0.0 0.0 0.1 -0.231
C 2.486 -7.168 -2.546 0.0 0.0 0.0 -0.232
C -2.658 -1.273 1.031 0.0 -0.1 0.0 -0.783
C 0.920 -1.320 -3.068 0.0 -0.1 -0.1 -0.208
C -4.102 -1.063 1.419 0.0 0.0 0.0 -0.149
C -0.063 -0.261 3.979 0.0 0.0 -0.1 -0.077
C 3.966 1.146 0.740 0.0 0.0 0.0 -0.227
C 6.479 -5.924 -1.907 0.0 0.0 0.0 -0.227
C 1.128 -0.779 3.177 0.1 0.0 0.0 -0.602
C -1.952 3.594 -0.199 0.0 0.1 0.0 -0.187
C 0.289 -5.207 -1.918 0.0 0.0 -0.1 -0.232
C -1.112 0.822 -2.970 0.0 0.1 -0.1 -0.191
C -2.150 -2.505 0.852 -0.1 0.1 0.0 -0.759
C 1.532 1.442 -4.172 0.2 0.0 0.0 -0.180
C 1.342 1.062 -1.039 -0.3 -0.1 -0.2 -0.526
C 4.340 -7.540 0.729 0.0 0.0 -0.1 -0.229
C 4.190 0.081 -2.162 0.0 0.0 0.0 -0.231
H 4.106 -7.969 -0.246 0.0 0.0 0.0 -0.003
H 1.608 -5.212 -4.818 0.0 0.0 0.0 0.024
H 1.261 -6.746 0.944 0.0 0.0 0.0 0.012
H 7.693 -2.905 -0.999 0.0 0.0 0.0 0.019
H 3.595 3.080 -2.660 0.0 0.0 0.0 0.012
H 2.297 -7.700 -1.613 0.0 0.0 0.0 0.007
H 0.975 1.234 -5.091 0.0 0.0 0.0 0.020
H 1.512 2.519 -3.999 0.0 0.0 0.0 0.004
H -0.351 -5.510 -2.753 0.0 0.0 0.0 0.027
H -4.783 -1.409 0.633 0.0 0.0 0.0 0.068
H 0.009 -4.198 -1.611 0.0 -0.1 0.0 -0.056
H 5.141 -2.482 -3.395 0.0 0.0 0.0 0.011
H 0.220 -1.889 -2.452 0.0 0.0 0.0 -0.005
H 2.574 1.153 -4.334 0.0 0.0 0.0 0.016
H 3.524 -7.345 -2.838 0.0 0.0 0.0 0.010
H 2.357 -1.162 4.933 0.0 0.0 0.0 0.066
H -0.197 -0.837 4.901 0.0 0.0 0.0 0.066
H -3.395 -3.846 2.015 0.0 0.0 0.0 0.064
H 4.177 2.160 1.095 0.0 0.0 0.0 0.016
H 5.876 -6.566 -2.554 0.0 0.0 0.0 0.010
H 3.523 3.762 -1.022 0.0 0.0 0.0 0.006
H 0.333 5.030 -1.395 0.0 0.0 0.0 0.023
H 3.327 -4.917 -4.524 0.0 0.0 0.0 0.006
H 1.127 2.520 1.774 0.0 0.0 0.0 0.028
H 0.075 3.888 -2.714 0.0 0.0 0.0 0.020
H 5.646 -4.996 2.117 0.0 0.0 0.0 0.011
H -2.333 -4.643 0.851 0.0 0.0 0.0 0.048
H 3.256 -1.044 3.400 0.0 0.0 0.0 0.043
H 4.724 0.692 -2.898 0.0 0.0 0.0 0.021
H 5.405 -4.061 -4.149 0.0 0.0 0.0 0.006
H 4.908 0.591 0.711 0.0 0.0 0.0 0.015
H 1.286 -5.131 1.669 0.0 0.0 0.0 0.006
H -2.039 4.265 -1.065 0.0 0.0 0.0 0.072
H 1.717 4.330 -2.241 0.0 0.0 0.0 0.001
H -4.297 -0.005 1.595 0.0 0.0 0.0 0.045
H 4.920 -0.494 -1.589 0.0 0.0 0.0 -0.007
H 2.151 -3.619 -4.264 0.0 0.0 0.0 0.005
H -1.696 4.206 0.677 0.0 0.0 0.0 0.076
H 7.091 -3.892 0.346 0.0 0.0 0.0 0.013
H 2.334 3.564 1.019 0.0 0.0 0.0 0.010
H 0.087 -5.870 -1.073 0.0 0.0 0.0 0.016
H 1.841 -7.605 -3.317 0.0 0.0 0.0 0.021
H 6.590 -6.433 -0.947 0.0 0.0 0.0 0.004
H 0.973 -1.848 2.975 0.0 0.0 0.0 0.095
H -1.709 0.405 -2.158 0.0 0.0 0.0 0.001
H 3.988 -8.236 1.497 0.0 0.0 0.0 0.018
H 6.785 -3.099 -3.602 0.0 0.0 0.0 0.021
H 7.473 -5.828 -2.357 0.0 0.0 0.0 0.019
H -1.338 1.891 -3.030 0.0 0.0 0.0 0.015
H 6.248 -2.405 -0.086 0.0 0.0 0.0 -0.007
H 3.298 0.661 1.452 0.0 0.0 0.0 -0.026
H -3.791 -3.809 0.298 0.0 0.0 0.0 0.066
H -0.970 -0.327 3.379 0.0 0.0 0.0 0.029
H 1.915 -1.715 -2.863 0.0 0.0 0.0 -0.013
H 1.814 -6.542 2.613 0.0 0.0 0.0 0.021
H -1.417 0.360 -3.916 0.0 0.0 0.0 0.022
H -2.931 3.140 -0.016 0.0 0.0 0.0 0.071
H 0.726 4.212 1.379 0.0 0.0 0.0 0.020
H 2.615 0.423 4.168 0.0 0.0 0.0 0.075
H 5.428 -7.483 0.811 0.0 0.0 0.0 0.006
H 0.099 0.789 4.241 0.0 0.0 0.0 0.074
H 0.672 -1.503 -4.121 0.0 0.0 0.0 0.032
H 3.578 -0.637 -2.702 0.0 0.0 0.0 -0.017
H 4.548 -5.755 3.284 0.0 0.0 0.0 0.021
H 4.227 -4.106 2.689 0.0 0.0 0.0 -0.008
H -4.354 -1.615 2.330 0.0 0.0 0.0 0.064
H 4.949 2.862 -1.544 0.0 0.0 0.0 0.023


120
Properties=species:S:1:pos:R:3:forces:R:3:lowdin_charge:R:1 method="wB97M-V/def2-TZVPD" homo_lumo_gap_ev=6.1 lumo_energy_ev=-3.91 largest_force_ev_per_a=2.69 total_energy_ha=-6966.61676 charge=+1
I -0.732 1.916 -0.172 0.1 -0.3 0.1 1.148
S -6.396 -0.273 6.852 0.0 0.1 -0.1 0.826
S 1.033 0.247 8.524 0.0 0.2 0.0 0.807
S 3.836 -1.304 -0.159 -0.3 -0.3 0.1 0.150
S -4.519 -2.370 -4.890 0.0 -0.1 -0.1 0.805
S 1.557 -2.959 3.405 0.2 -0.1 -0.1 0.795
S 3.964 1.660 -2.811 0.2 -0.1 0.1 0.770
S 5.130 4.059 -6.568 0.1 -0.1 0.0 0.792
S -3.059 3.846 9.139 -0.1 0.2 0.1 0.812
S -3.454 1.343 2.047 -0.2 -0.5 0.1 0.694
S 6.250 -4.689 -1.129 0.1 0.1 0.1 0.796
S -0.028 1.522 -6.602 0.1 0.1 0.1 0.798
P 2.603 -2.415 -1.180 1.9 1.7 0.8 0.411
O -3.101 2.785 2.225 0.2 0.0 -0.2 -0.589
O 3.603 1.776 -4.256 -0.2 0.0 -0.1 -0.578
O -4.217 2.957 9.430 0.0 -0.1 0.0 -0.560
O -0.427 -0.042 8.590 0.0 0.0 -0.1 -0.563
O -4.970 -1.142 -4.173 0.0 -0.1 0.1 -0.564
O 5.005 5.484 -6.168 -0.1 0.0 0.0 -0.544
O -6.605 0.010 5.394 0.2 0.0 0.3 -0.573
O 4.857 -5.194 -0.951 -0.2 0.1 -0.2 -0.582
O 1.298 -1.688 4.125 -0.1 0.1 0.1 -0.557
O -1.388 0.928 -6.450 0.0 -0.2 0.0 -0.554
N 0.853 -0.348 -1.067 0.2 -0.7 -0.4 0.036
N 1.095 -2.567 -3.998 -0.4 0.2 0.2 0.094
N -0.086 0.439 -1.526 -0.4 1.1 0.4 -0.416
C 0.977 -4.296 4.461 -0.1 0.0 0.0 -0.263
C -5.008 -3.778 -3.887 -0.1 0.0 0.0 -0.267
C -5.686 -2.666 -6.220 -0.1 0.0 -0.1 -0.260
C 1.847 -1.244 7.957 0.0 -0.2 0.0 -0.268
C 2.890 2.767 -1.900 -0.1 0.1 0.0 -0.265
C -4.811 0.421 7.329 0.2 -0.1 -0.2 -0.286
C -1.678 1.377 -3.141 0.1 0.1 0.1 -0.202
C -4.456 0.822 3.442 0.0 0.2 0.0 -0.275
C -0.674 0.392 -2.731 -0.1 -0.5 -0.6 -0.258
C -4.782 1.266 0.838 0.0 0.1 -0.1 -0.262
C 1.254 -1.327 -1.858 -0.9 -0.3 -0.1 -0.361
C 0.263 -3.130 2.164 -0.1 0.0 -0.1 -0.276
C 6.301 -3.851 -2.719 -0.1 0.0 -0.1 -0.274
C -0.012 2.439 -8.144 0.0 0.0 -0.1 -0.248
C 7.262 -6.086 -1.625 0.0 -0.1 -0.1 -0.266
C -0.282 -0.643 -3.604 0.1 0.4 0.9 0.094
C 5.469 2.606 -2.567 0.0 0.1 0.0 -0.248
C 3.473 3.469 -6.939 -0.2 0.0 -0.1 -0.295
C -2.857 1.035 -3.652 0.3 0.1 0.2 0.091
C 0.675 -1.514 -3.144 0.4 -0.5 -0.4 -0.257
C -1.903 3.668 10.503 0.1 -0.1 0.1 -0.262
C 1.308 1.189 7.015 0.0 0.0 -0.1 -0.257
C -2.049 2.999 7.935 0.1 -0.3 -0.1 -0.282
C 1.060 0.197 -7.147 0.0 0.0 -0.1 -0.244
C -7.358 0.932 7.771 -0.2 0.0 0.0 -0.264
C 5.718 4.035 -8.269 0.0 0.0 -0.1 -0.267
H 7.328 -3.567 -2.946 0.0 0.0 0.0 0.058
H -0.370 1.801 -8.952 0.0 0.0 0.0 0.065
H 6.738 4.412 -8.276 0.0 0.0 0.1 0.051
H -7.115 1.935 7.422 0.0 0.0 0.0 0.062
H 5.340 3.610 -2.975 0.0 0.0 0.0 0.063
H -4.387 1.594 -0.123 0.0 0.0 0.0 0.033
H 5.688 -2.954 -2.644 0.0 0.0 0.1 0.022
H -4.803 -4.698 -4.433 0.0 0.0 0.0 0.056
H 2.082 -3.503 -0.455 -0.4 -0.1 -0.6 -0.008
H 2.922 3.768 -2.333 0.0 0.0 -0.1 0.070
H -6.068 -3.705 -3.646 0.0 0.0 0.0 0.062
H -1.391 2.420 -3.059 0.1 0.0 -0.1 0.091
H 1.367 -1.600 7.048 0.0 0.0 -0.1 0.041
H 5.697 2.651 -1.502 0.0 0.0 0.0 0.060
H -3.844 0.824 4.341 0.1 0.0 0.0 0.043
H -3.463 1.827 -4.068 -0.3 -0.1 0.1 0.095
H -8.412 0.723 7.595 0.0 0.0 0.0 0.049
H 3.306 -2.855 -2.313 -0.8 -0.5 -0.1 -0.033
H 2.042 0.609 -7.378 0.0 0.0 0.1 0.043
H 0.413 -2.346 1.420 0.0 0.0 0.1 0.023
H 3.536 2.461 -7.351 0.0 0.0 0.0 0.041
H 1.151 -0.522 -6.336 0.0 0.0 0.0 0.026
H 2.913 3.444 -6.007 0.1 0.0 0.1 0.031
H 6.273 2.097 -3.093 0.0 0.0 0.0 0.055
H -0.985 4.208 10.271 0.0 0.0 0.0 0.053
H -0.739 -0.732 -4.580 0.0 0.1 0.0 0.123
H -5.459 -3.622 -6.691 0.0 0.0 0.0 0.057
H -4.421 -3.759 -2.970 0.0 0.0 0.0 0.048
H 6.800 -6.593 -2.472 0.0 0.0 0.0 0.060
H 1.882 2.363 -1.968 0.0 0.0 0.0 -0.009
H 5.086 4.676 -8.884 0.0 0.0 0.0 0.058
H 2.379 1.321 6.863 0.0 0.0 0.0 0.056
H 5.908 -4.510 -3.494 0.0 0.0 0.0 0.060
H -5.290 1.510 3.567 0.0 0.0 0.0 0.061
H 7.329 -6.768 -0.780 0.0 0.0 0.0 0.053
H 0.835 2.162 7.134 0.0 0.0 0.1 0.031
H 0.865 0.662 6.170 0.0 -0.1 0.0 0.057
H -1.124 3.557 7.782 0.0 0.0 0.0 0.048
H -5.576 -1.865 -6.948 0.0 0.0 0.0 0.055
H 1.940 -2.335 -4.505 0.0 -0.1 -0.1 0.101
H 1.035 -5.239 3.916 0.0 0.0 0.0 0.055
H -7.135 0.835 8.833 0.0 0.0 0.0 0.059
H -6.700 -2.667 -5.821 0.0 0.0 0.0 0.063
H 8.259 -5.732 -1.889 0.0 0.0 0.0 0.057
H 1.003 2.783 -8.347 0.0 0.0 0.0 0.038
H -0.672 3.296 -8.030 0.0 0.0 0.1 0.059
H -4.690 0.344 8.409 0.0 0.1 0.0 0.056
H 3.195 2.797 -0.854 0.0 -0.1 0.0 0.064
H -1.834 1.988 8.288 0.0 0.0 0.0 0.034
H 5.703 3.011 -8.642 0.0 0.0 0.0 0.052
H -2.601 2.955 6.997 0.0 0.1 0.0 0.047
H 2.998 4.149 -7.649 0.1 0.0 0.0 0.057
H -0.715 -3.010 2.631 0.0 0.0 0.0 0.060
H -2.364 4.098 11.390 0.0 0.0 0.0 0.050
H -5.135 0.239 0.757 0.0 0.0 0.0 0.058
H -5.593 1.925 1.145 0.0 0.0 0.0 0.065
H 1.756 -1.991 8.743 0.0 0.0 0.0 0.051
H -1.694 2.611 10.668 0.0 0.0 0.0 0.060
H -4.769 1.466 7.024 -0.1 0.0 0.1 0.044
H 0.632 -0.290 -8.024 -0.1 0.0 0.0 0.067
H -4.825 -0.187 3.260 0.0 0.0 0.0 0.058
H -3.255 0.025 -3.623 0.0 0.1 -0.4 0.049
H 1.188 -3.450 -3.517 0.2 -0.1 -0.1 0.086
H 2.901 -1.031 7.775 0.0 0.0 0.0 0.057
H -0.048 -4.098 4.774 0.0 0.0 0.0 0.061
H 0.341 -4.111 1.692 0.0 0.0 0.0 0.050
H -4.021 -0.143 6.835 0.0 -0.1 0.0 0.049
H 1.626 -4.339 5.332 0.1 0.0 0.0 0.050